# 1
ORCA calculation (ωB97M-V with the def2-TZVPD basis set) on the molecule C5H14N2 in a non-equilibrium geometry.

```
21
Properties=species:S:1:pos:R:3:lowdin_charge:R:1
N 0.222 -1.839 1.048 -0.0411
C -0.813 -1.151 1.877 -0.2646
C -1.281 0.120 1.095 -0.2360
N -0.226 1.086 0.868 -0.0923
C 0.419 1.345 -0.439 -0.2049
C 0.244 0.214 -1.519 -0.2264
C 1.203 0.617 -2.754 -0.0839
H 0.637 -2.622 1.586 0.0797
H -0.156 -1.942 0.117 0.0373
H -0.216 -1.084 2.843 0.1128
H -1.631 -1.905 2.169 0.1110
H -2.103 0.609 1.599 0.0965
H -1.561 -0.283 0.141 0.0845
H 0.520 0.806 1.554 0.1107
H 0.176 2.221 -0.902 0.0593
H 1.577 1.450 -0.165 0.1510
H 0.598 -0.779 -1.189 0.0757
H -0.719 0.024 -1.838 0.0613
H 1.368 -0.278 -3.395 0.0744
H 0.698 1.386 -3.179 0.0199
H 2.206 0.805 -2.312 0.0751
```

ΔE to the lowest compared entry with this formula, charge and spin, kJ/mol: 227.2
SMILES: CCCNCCN


# 2
ORCA calculation (ωB97M-V with the def2-TZVPD basis set) on a structure of composition C15H21As2MgN5S5.

```
49
Properties=species:S:1:pos:R:3:lowdin_charge:R:1
Mg -2.496 0.419 1.194 0.2969
S -5.147 7.100 -0.644 0.3631
C -4.680 5.581 -0.122 -1.5595
S -5.267 4.118 -0.784 0.8496
C -4.396 2.983 0.224 -1.1999
C -3.569 3.543 1.135 -1.1902
S -2.557 2.711 2.285 0.4358
S -3.551 5.295 1.131 0.8633
S -4.674 1.282 -0.024 0.4031
C 0.743 0.479 2.705 -0.3296
As 0.136 -1.239 1.954 0.9547
C 0.783 -2.393 3.411 -0.3747
C 3.262 -1.065 0.724 -0.1898
C 4.589 -0.988 1.194 -0.2138
C 5.578 -0.169 0.651 -0.1694
C 5.282 0.637 -0.442 -0.1655
C 3.994 0.602 -0.964 -0.1772
C 3.025 -0.228 -0.388 -0.5119
As 1.190 -0.210 -1.117 1.0478
C 1.577 0.437 -2.958 -0.3758
C 1.127 -2.104 -1.642 -0.3653
H 1.241 0.308 3.661 0.0131
H -0.103 1.149 2.864 -0.0295
H 1.454 0.951 2.029 -0.0035
H 1.872 -2.352 3.442 -0.0057
H 0.471 -3.419 3.209 -0.0044
H 0.355 -2.065 4.360 0.0026
H 4.880 -1.599 2.052 0.0470
H 6.579 -0.149 1.079 0.0690
H 6.035 1.285 -0.880 0.0720
H 3.767 1.236 -1.816 0.0587
H 2.332 -0.176 -3.454 0.0141
H 1.912 1.474 -2.933 -0.0032
H 0.650 0.411 -3.540 -0.0247
H 2.092 -2.389 -2.060 0.0147
H 0.335 -2.283 -2.377 -0.0143
H 0.938 -2.690 -0.744 -0.0231
C -1.773 -1.083 2.503 -0.5446
H -2.241 -2.064 2.343 -0.0681
H -1.829 -0.843 3.571 -0.0456
N -2.298 -1.330 -4.041 0.1211
N -2.532 -1.384 -2.673 -0.2886
N -3.202 -2.366 -2.105 0.1313
C -3.177 -1.987 -0.838 -0.1868
N -2.504 -0.832 -0.677 -0.0651
N -2.115 -0.459 -1.861 0.0877
H -1.417 -0.838 -4.156 0.0763
H -3.038 -0.767 -4.451 0.0936
H -3.631 -2.531 -0.030 0.1142
```

ΔE to the lowest compared entry with this formula, charge and spin, kJ/mol: 287.9
Charge: -2


# 3
ORCA calculation (ωB97M-V with the def2-TZVPD basis set) on a structure of composition C43H34N9O2PbS2Se.

```
92
Properties=species:S:1:pos:R:3:lowdin_charge:R:1
Pb 0.897 -0.290 1.196 1.0672
O 0.159 -5.612 3.356 0.1385
C 1.384 -5.758 3.854 -0.2247
C 1.791 -7.044 4.207 0.0336
C 3.049 -7.245 4.723 0.0034
C 3.957 -6.184 4.907 -0.0402
C 3.577 -4.918 4.574 -0.0165
C 2.280 -4.674 4.049 -0.1007
C 1.837 -3.373 3.723 -0.3049
O 0.829 -2.939 3.224 0.0440
N 2.895 -2.255 4.033 0.2804
N 2.641 -1.576 4.955 0.1117
C 2.404 -0.846 5.951 0.0845
C 1.546 0.340 5.845 -0.2616
C 1.334 1.108 6.978 0.0206
C 0.511 2.222 6.859 -0.0055
C -0.047 2.497 5.625 -0.0065
C 0.236 1.655 4.550 -0.1196
N 1.019 0.589 4.639 0.0944
H -0.012 -4.689 3.119 0.0953
H 1.097 -7.861 4.062 0.1404
H 3.352 -8.250 4.988 0.1317
H 4.944 -6.377 5.299 0.1232
H 4.276 -4.099 4.690 0.1152
H 2.883 -1.137 6.882 0.1757
H 1.796 0.850 7.921 0.1328
H 0.315 2.854 7.713 0.1326
H -0.695 3.350 5.484 0.1243
H -0.197 1.858 3.576 0.0951
Se -5.918 3.211 -1.205 1.2247
N -4.202 3.556 -1.481 -0.1991
C -3.519 2.706 -0.759 -0.3492
C -2.062 2.686 -0.704 -0.0646
C -1.274 3.598 -1.412 0.0589
C 0.096 3.549 -1.285 0.0089
C 0.651 2.567 -0.471 -0.1187
N -0.086 1.679 0.190 -0.0442
C -1.434 1.739 0.103 -0.1587
C -2.222 0.787 0.901 -0.1813
N -1.547 -0.087 1.671 -0.0612
C -2.221 -0.948 2.424 -0.1067
C -3.611 -0.993 2.453 0.0025
C -4.315 -0.108 1.667 0.0527
C -3.615 0.806 0.873 -0.0687
C -4.286 1.785 0.026 -0.3545
N -5.587 1.897 -0.063 -0.2010
H -1.761 4.336 -2.037 0.1356
H 0.744 4.244 -1.798 0.0968
H 1.726 2.490 -0.363 0.0903
H -1.628 -1.626 3.028 0.1109
H -4.117 -1.711 3.082 0.1266
H -5.397 -0.099 1.651 0.1362
S 2.708 -0.207 -1.051 0.6423
C 1.650 -0.198 -2.357 -0.6507
N 1.896 0.465 -3.466 -0.0625
C 0.923 0.450 -4.566 -0.0830
C 0.409 -0.949 -4.734 -0.0692
N -0.150 -1.410 -3.458 -0.0645
C -1.356 -2.268 -3.585 -0.0903
C -2.564 -1.435 -3.936 -0.2159
C -3.018 -1.384 -5.250 -0.0384
C -4.111 -0.598 -5.587 -0.0457
C -4.759 0.140 -4.609 -0.0499
C -4.320 0.082 -3.292 -0.0622
C -3.228 -0.702 -2.953 -0.0365
C 0.369 -1.040 -2.316 -0.5919
S -0.341 -1.532 -0.854 0.6761
C 3.136 1.251 -3.684 -0.0900
C 2.963 2.727 -3.412 -0.2120
C 2.294 3.551 -4.314 -0.0364
C 2.203 4.916 -4.084 -0.0615
C 2.784 5.470 -2.950 -0.0702
C 3.457 4.656 -2.049 -0.0665
C 3.547 3.290 -2.281 -0.0600
H 1.425 0.773 -5.474 0.1382
H 0.113 1.151 -4.351 0.1504
H 1.196 -1.638 -5.051 0.1594
H -0.391 -0.966 -5.470 0.1319
H -1.488 -2.812 -2.656 0.0897
H -1.135 -2.984 -4.378 0.1445
H -2.539 -1.988 -6.014 0.1218
H -4.463 -0.575 -6.610 0.1198
H -5.620 0.741 -4.869 0.1172
H -4.852 0.627 -2.523 0.0747
H -2.902 -0.764 -1.921 0.0793
H 3.418 1.079 -4.723 0.1437
H 3.913 0.835 -3.050 0.0912
H 1.880 3.143 -5.229 0.1132
H 1.706 5.552 -4.805 0.1181
H 2.735 6.538 -2.784 0.1190
H 3.937 5.090 -1.181 0.1167
H 4.104 2.659 -1.597 0.1090
```

ΔE to the lowest compared entry with this formula, charge and spin, kJ/mol: 0.0
Charge: +3


# 4
ORCA calculation (ωB97M-V with the def2-TZVPD basis set) on a cluster of 4 separate species, C2H11O4 in total in a non-equilibrium geometry.

```
17
Properties=species:S:1:pos:R:3:lowdin_charge:R:1
C -0.422 -0.369 -1.002 -0.5520
O 0.051 0.229 0.123 -0.3390
C -1.181 -1.714 -0.792 -0.1527
H -1.051 0.389 -1.519 0.0817
H 0.317 -0.661 -1.828 0.0765
H -1.663 -2.181 -1.810 0.0907
H -0.617 -2.491 -0.170 0.0608
H -2.119 -1.548 -0.135 0.0616
H -2.143 0.500 1.814 0.0303
H -1.470 1.077 0.889 -0.0469
O -2.167 1.406 1.447 -0.1060
H 1.888 -1.163 1.658 -0.0002
H 0.500 -1.148 1.001 -0.0265
O 1.003 -1.495 1.798 -0.1423
H 2.040 1.239 -2.117 0.0312
H 1.963 2.227 -0.918 0.0685
O 2.608 1.892 -1.632 -0.1357
```

ΔE to the lowest compared entry with this formula, charge and spin, kJ/mol: 139.7
Charge: -1


E_tot, respectively: -8390.2637; -204642.9721; -154890.4245; -10442.4407 eV.
Molecular weight, respectively: 102.18; 605.85; 1059.10; 99.11 g/mol.
HOMO, respectively: -8.35; -0.86; -15.55; -3.97 eV.